Density functional theory data (ωB97M-V/def2-TZVPD) for one molecule with the formula C5H8FN3OS.

CARTESIAN COORDINATES (ANGSTROEM)
1 C -1.330 1.834 0.135
2 C -1.929 0.614 -0.002
3 C -0.894 -0.329 -0.069
4 C 2.354 1.135 -0.896
5 C 1.646 0.042 0.005
6 N -0.022 1.709 0.076
7 N 0.284 0.382 -0.018
8 N -1.674 -2.570 1.214
9 O -0.314 -2.705 -0.952
10 F -3.244 0.304 -0.088
11 S -1.513 -2.068 -0.398
12 H -1.675 2.829 0.187
13 H 2.157 2.142 -0.456
14 H 1.882 1.103 -1.860
15 H 3.380 1.023 -1.011
16 H 2.164 0.187 1.004
17 H 2.094 -0.840 -0.390
18 H -0.843 -2.320 1.807
19 H -2.523 -2.474 1.712

Properties
- ΔE to the lowest compared entry with this formula, charge and spin (kcal per mole) = 36.44
- HOMO-LUMO gap (Ha) = 0.3588

Löwdin population analysis, charges in e, atoms 1 to 6: atom 1 (C): -0.079, atom 2 (C): -0.291, atom 3 (C): -0.240, atom 4 (C): -0.083, atom 5 (C): -0.177, atom 6 (N): 0.082

Density functional theory data (ωB97M-V/def2-TZVPD) for one molecule with the formula C2H2Cl3NO2S.

CARTESIAN COORDINATES (ANGSTROEM)
1 C -0.398 0.675 -0.992
2 C 0.720 0.553 -1.677
3 N 0.402 -0.204 1.724
4 O -0.470 -2.023 0.199
5 O -2.045 -0.354 1.169
6 S -0.760 -0.706 0.663
7 Cl -1.709 1.677 -1.235
8 Cl 1.113 1.498 -3.065
9 Cl 1.893 -0.594 -1.193
10 H 0.066 0.290 2.530
11 H 1.187 -0.811 1.878

Properties
- 2S+1 = 3
- ⟨S²⟩ = 2.011
- HOMO-LUMO gap (spin up / spin down) (Ha) = 0.2200 / 0.2746

Löwdin population analysis, charges in e, atoms 1 to 6: atom 1 (C): -0.817, atom 2 (C): -1.243, atom 3 (N): -0.080, atom 4 (O): -0.338, atom 5 (O): -0.327, atom 6 (S): 0.570